{"formula": "C12H30AlF3N4O11PS2", "method": "wB97M-V/def2-TZVPD", "symbols": ["Al", "N", "S", "O", "O", "F", "S", "O", "O", "F", "F", "O", "P", "N", "C", "C", "N", "C", "C", "N", "C", "C", "H", "H", "H", "H", "H", "H", "H", "H", "H", "H", "H", "H", "H", "H", "H", "H", "H", "H", "C", "O", "C", "O", "O", "C", "H", "H", "H", "H", "H", "H", "C", "O", "C", "O", "O", "C", "H", "H", "H", "H", "H", "H"], "coordinates": [[0.031, 1.356, 0.560], [-0.519, 1.267, -2.122], [-1.800, 1.047, -2.950], [-2.232, -0.399, -3.021], [-2.162, 1.931, -4.052], [-2.836, 1.636, -1.896], [0.478, 1.574, -3.503], [0.839, 2.946, -3.871], [0.438, 0.654, -4.637], [1.912, 1.215, -2.817], [-0.194, -0.651, 2.664], [0.166, -1.364, -0.587], [-0.040, -2.822, -0.705], [0.867, -3.647, 0.431], [1.602, -3.058, 1.496], [0.504, -5.076, 0.682], [0.306, -3.517, -2.246], [-0.167, -4.849, -2.517], [1.473, -2.921, -2.952], [-1.612, -3.216, -0.333], [-2.648, -2.882, -1.316], [-2.090, -3.104, 1.054], [1.179, -3.256, 2.481], [1.725, -1.981, 1.381], [2.588, -3.522, 1.520], [0.015, -5.388, -0.241], [-0.186, -5.294, 1.497], [1.416, -5.672, 0.716], [-0.541, -4.878, -3.540], [0.707, -5.496, -2.448], [-1.043, -5.132, -1.934], [1.367, -3.127, -4.017], [1.295, -1.847, -2.910], [2.397, -3.289, -2.507], [-3.079, -1.924, -1.026], [-2.261, -2.686, -2.317], [-3.402, -3.668, -1.333], [-3.009, -3.684, 1.139], [-2.135, -2.046, 1.309], [-1.292, -3.501, 1.681], [-0.677, 5.217, -2.431], [-1.510, 5.760, -1.401], [-1.937, 4.917, -0.337], [-1.499, 3.776, -0.053], [-2.794, 5.671, 0.499], [-3.418, 6.899, 0.152], [0.144, 5.931, -2.493], [-1.241, 5.293, -3.361], [-0.060, 4.324, -2.335], [-4.073, 7.232, 0.956], [-4.016, 6.682, -0.734], [-2.653, 7.663, 0.016], [1.297, 0.770, 5.134], [2.586, 1.319, 4.827], [2.835, 1.811, 3.575], [2.146, 1.658, 2.602], [4.079, 2.303, 3.453], [4.774, 2.725, 4.638], [1.246, -0.215, 4.669], [0.474, 1.383, 4.767], [1.089, 0.644, 6.197], [5.313, 1.835, 4.962], [4.269, 3.237, 5.457], [5.573, 3.436, 4.426]], "s_squared": 0.7661, "total_energy_ev": -87116.676, "total_charge": 0, "homo_energy_ev": [-8.52, -8.50], "spin_multiplicity": 2}



{"formula": "C3H8NS2", "method": "wB97M-V/def2-TZVPD", "symbols": ["C", "C", "C", "N", "S", "S", "H", "H", "H", "H", "H", "H", "H", "H"], "coordinates": [[-0.270, -1.419, 0.626], [-0.424, -0.361, -0.073], [-1.331, 1.524, -1.986], [1.785, -1.532, 1.931], [0.174, 2.163, -1.349], [-1.949, 0.049, -0.849], [-0.616, -2.355, 1.210], [0.359, 0.376, -0.190], [-1.280, 1.005, -3.061], [-2.164, 2.176, -1.963], [1.751, -2.130, 2.727], [1.830, -0.548, 2.138], [2.560, -1.851, 1.293], [-0.423, 2.906, -0.453]], "e_above_lowest_ev": 3.630, "total_energy_ev": -26390.660, "total_charge": 1, "homo_energy_ev": -13.31}



{"formula": "C3H8N2O", "method": "wB97M-V/def2-TZVPD", "symbols": ["C", "N", "C", "H", "H", "H", "H", "H", "N", "C", "O", "H", "H", "H"], "coordinates": [[-1.758, 0.633, -0.276], [-0.875, 1.097, 0.576], [-0.021, 2.195, 0.158], [-2.409, -0.274, 0.015], [-1.883, 0.805, -1.398], [-0.155, 3.045, 0.939], [0.994, 2.018, -0.260], [-0.622, 2.506, -0.692], [0.912, -2.406, 0.763], [1.188, -1.612, -0.384], [1.608, -2.092, -1.446], [1.264, -2.014, 1.594], [0.999, -3.354, 0.618], [0.760, -0.547, -0.207]], "e_above_lowest_ev": 2.970, "total_energy_ev": -8266.356, "total_charge": 0, "homo_energy_ev": -9.78, "smiles": "C=NC.NC=O"}



{"formula": "CH3NS2", "method": "wB97M-V/def2-TZVPD", "symbols": ["C", "N", "S", "S", "H", "H", "H"], "coordinates": [[0.208, -0.430, -0.111], [0.185, 0.594, -0.831], [0.384, -1.232, 2.028], [0.581, 2.151, -0.696], [-0.713, -2.038, 1.617], [-0.231, -1.373, -0.444], [-0.416, 2.328, -1.563]], "e_above_lowest_ev": 3.074, "total_energy_ev": -24243.042, "total_charge": 0, "homo_energy_ev": -8.97}